(1)
A single C3HF3O molecule in a non-equilibrium geometry, computed with wB97M-V/def2-TZVPD.

Positions of all 8 atoms, in Å:
C (0.37, -0.17, 2.39)
C (-0.09, -0.84, 1.35)
O (0.12, 1.32, 1.01)
H (0.06, 0.08, -0.67)
F (0.90, -0.10, 3.55)
F (-0.30, -2.15, 1.29)
C (-0.39, 0.24, 0.33)
F (-1.74, 0.35, 0.12)

Results
2S+1: 3
Energy above the lowest of the compared OMol25 structures with the same formula, charge and spin, kJ/mol: 256.4
Electronic energy, a.u.: -489.50158

=====

(2)
2 unconnected molecules or ions with the total composition C2H8S3 in a non-equilibrium geometry, computed with wB97M-V/def2-TZVPD.

Positions of all 13 atoms, in Å:
S (-1.02, -0.79, -2.14)
H (0.42, 1.44, -1.56)
H (2.22, 1.15, -1.19)
H (-1.93, -0.56, -1.30)
H (1.16, -1.34, -1.47)
S (-0.16, 0.09, 4.17)
H (0.32, -0.45, -0.01)
H (1.36, 0.65, -2.76)
S (-1.02, 0.72, 2.36)
C (1.27, 0.73, -1.64)
H (-1.07, -0.94, 4.14)
C (0.56, -0.51, -1.12)
H (-2.10, -0.19, 2.52)

Results
SMILES: CCS.SS
Energy above the lowest of the compared OMol25 structures with the same formula, charge and spin, kJ/mol: 127.4
Electronic energy, a.u.: -1275.49830

=====

(3)
A molecular structure, C33H51BN6S6W, computed with wB97M-V/def2-TZVPD.

Positions of all 98 atoms, in Å:
H (1.24, 1.33, 7.00)
C (5.36, -0.21, 0.61)
S (1.82, 0.79, -1.78)
C (1.24, -4.22, 2.58)
H (1.15, -0.88, -3.77)
H (4.33, -4.21, -0.14)
N (1.58, 0.48, 2.13)
H (3.98, 2.04, -3.06)
H (-1.10, -3.13, 4.30)
H (3.84, -1.26, 6.50)
C (1.11, 1.73, 2.03)
C (-1.82, -2.50, -2.16)
H (3.71, -1.42, 4.74)
H (-3.03, 2.04, -3.49)
N (2.01, -0.05, 3.25)
H (5.45, -5.17, 0.82)
C (4.07, -5.19, 3.19)
C (3.25, 0.37, -0.96)
H (5.72, 1.72, -2.93)
C (-2.67, 1.66, -2.53)
H (-0.37, 4.08, 2.89)
H (3.78, -6.97, 1.12)
C (2.27, -0.06, 5.66)
H (0.95, 4.57, 3.95)
C (-3.45, 0.43, -2.11)
B (1.65, -0.44, 0.83)
N (1.53, -1.91, 1.30)
H (5.10, -3.50, 1.29)
N (3.11, -0.19, 0.25)
C (0.09, -1.12, -3.68)
C (1.60, 2.04, 4.31)
H (2.98, 1.66, 6.81)
H (6.96, -2.48, 0.72)
H (-3.49, -0.33, -2.89)
H (5.38, -1.88, 2.78)
H (8.32, -1.66, 1.49)
H (5.51, -0.24, 3.43)
H (6.63, 1.63, 2.11)
H (2.42, 0.30, 7.77)
H (-1.99, -3.28, 2.79)
H (4.91, -5.87, 3.14)
H (-1.83, -0.24, -4.19)
C (1.19, -1.15, 5.80)
C (6.52, -0.49, 1.53)
C (2.41, -3.92, 1.86)
H (-2.76, 2.47, -1.81)
H (1.18, 4.54, 2.20)
C (2.22, 0.88, 6.86)
H (2.18, -6.66, 1.77)
H (-1.23, -4.71, 3.52)
H (-0.10, -1.93, -4.40)
W (-0.22, 0.22, -0.49)
H (-2.45, -2.59, -0.08)
C (-1.11, -3.64, 3.33)
H (-2.20, -2.15, -3.12)
H (-0.44, 0.56, -4.90)
C (1.16, 2.61, 3.13)
H (-3.77, -2.38, -1.23)
H (7.78, 1.18, 0.83)
C (4.67, -4.41, 0.88)
N (4.11, -0.46, 1.04)
C (7.28, 0.84, 1.74)
C (5.58, 0.34, -0.67)
N (2.55, -2.75, 1.26)
C (2.98, -6.23, 1.17)
C (-2.73, -2.11, -1.01)
S (-0.10, -1.85, -2.02)
C (6.04, -1.02, 2.88)
C (-0.81, 0.07, -4.00)
C (0.71, 4.03, 3.03)
S (-0.91, -1.02, 1.49)
H (3.32, -5.65, 3.83)
C (7.45, -1.51, 0.85)
H (4.65, 0.50, -3.61)
H (4.40, -4.26, 3.66)
H (6.60, 0.54, -0.99)
C (3.54, -4.93, 1.76)
H (8.06, 0.67, 2.48)
S (-2.72, -0.33, -0.62)
C (4.73, 1.27, -2.84)
H (-1.75, -3.58, -2.21)
H (2.61, -6.08, 0.15)
H (4.43, 0.03, 5.46)
C (0.36, -2.19, 1.85)
H (1.64, 2.63, 5.21)
C (1.97, 0.68, 4.36)
C (3.65, -0.72, 5.57)
S (-0.89, 1.37, -2.70)
H (1.18, -5.15, 3.12)
S (0.31, 2.20, 0.54)
C (4.53, 0.67, -1.49)
H (1.36, -1.70, 6.73)
H (1.24, -1.85, 4.97)
H (-4.47, 0.70, -1.86)
C (0.16, -3.36, 2.59)
H (0.18, -0.72, 5.85)
H (6.91, -1.31, 3.47)
H (7.82, -1.17, -0.11)

Results
2S+1: 3
Charge: +4
Energy above the lowest of the compared OMol25 structures with the same formula, charge and spin, kJ/mol: 121.1
Electronic energy, a.u.: -4096.35544

=====

(4)
3 unconnected molecules or ions with the total composition C21H38F9N2O10P2 in a non-equilibrium geometry, computed with wB97M-V/def2-TZVPD.

Positions of all 82 atoms, in Å:
H (-0.04, 3.69, 2.45)
H (-2.74, -0.32, -3.15)
C (-3.63, 1.25, -2.09)
H (-2.95, 0.44, -0.13)
N (1.09, -1.53, -2.14)
H (2.72, 6.98, 2.11)
O (2.31, 4.20, -1.41)
H (-0.22, 3.61, -0.61)
C (-0.22, 4.14, 0.35)
H (3.93, -5.46, 4.49)
F (-5.19, -0.03, -3.27)
C (-8.03, -0.36, -2.27)
F (-6.36, 2.33, -2.49)
H (5.28, -6.12, 3.57)
C (2.14, -7.99, -0.19)
O (1.67, -4.50, 3.20)
H (4.63, 5.20, 1.77)
H (0.25, -7.24, 0.59)
C (1.05, -4.07, 0.65)
F (-9.28, -0.65, -1.94)
H (0.35, -3.76, 1.43)
C (1.09, -7.86, 0.89)
H (2.84, -7.71, 4.54)
H (4.24, 5.51, -1.79)
O (-0.97, -0.44, -1.38)
H (0.24, 1.27, -1.68)
H (3.48, 7.51, -2.99)
H (4.77, 6.91, -0.88)
C (-6.15, 1.38, -1.57)
C (2.11, -3.01, 0.40)
C (-7.50, 0.66, -1.21)
F (-7.35, -1.51, -2.18)
F (-4.83, -0.59, -1.22)
H (-0.80, 0.61, -3.88)
H (2.82, 8.21, -1.50)
H (0.46, -4.21, -0.26)
F (-5.77, 2.03, -0.45)
F (-7.43, 0.09, -0.01)
O (3.20, 5.94, -0.03)
C (3.73, 5.07, 2.37)
P (2.36, 4.53, 0.05)
C (-1.36, 1.19, -3.14)
O (1.66, -7.39, 2.12)
H (-1.31, 2.24, -3.44)
F (-8.42, 1.63, -1.13)
C (-0.12, 3.16, 1.51)
H (0.78, 2.53, 1.42)
H (0.69, -8.85, 1.11)
O (3.55, -5.94, 2.52)
C (3.90, -7.61, 4.28)
H (3.97, 6.96, 3.35)
O (1.65, -5.32, 0.96)
H (-1.15, 4.70, 0.42)
H (1.66, -2.03, 0.28)
H (-3.13, 0.97, -4.13)
O (-1.53, 1.74, -0.84)
N (-2.79, 0.71, -3.20)
H (2.67, -3.25, -0.50)
C (4.21, -6.22, 3.76)
C (3.01, 7.28, -2.04)
H (4.49, -7.82, 5.17)
H (4.01, 4.44, 3.22)
H (-3.90, 2.27, -2.39)
H (2.40, 6.19, 3.63)
H (2.83, -2.97, 1.22)
C (-2.90, 1.35, -0.73)
F (-8.00, 0.13, -3.50)
O (0.84, 5.09, 0.36)
H (4.11, -8.36, 3.52)
H (-0.99, 2.50, 1.54)
O (2.73, 4.32, 1.64)
H (2.87, -8.76, 0.07)
C (0.06, -1.14, -1.81)
C (-0.81, 0.96, -1.73)
H (1.66, -8.26, -1.14)
H (-3.38, 2.14, -0.15)
C (3.18, 6.38, 2.89)
H (2.70, -7.07, -0.34)
C (-4.98, 0.48, -2.02)
H (2.03, 6.83, -2.23)
C (3.88, 6.36, -1.21)
P (1.92, -5.81, 2.51)

Results
Charge: +1
Electronic energy, a.u.: -3266.16300

=====

(5)
2 unconnected molecules or ions with the total composition C5H4Cl2N2 in a non-equilibrium geometry, computed with wB97M-V/def2-TZVPD.

Positions of all 13 atoms, in Å:
Cl (2.20, 0.72, -1.76)
C (1.86, -0.86, 0.34)
C (0.94, 1.33, 0.43)
Cl (-1.98, 1.37, -0.69)
C (-1.29, -1.11, 0.13)
H (-1.50, -0.56, -2.03)
H (-0.48, 1.98, 1.49)
C (1.67, 0.44, -0.15)
H (-1.35, -2.23, -0.09)
N (0.51, 2.14, 1.19)
H (-1.11, -1.04, 1.20)
C (-1.54, -0.30, -0.90)
N (2.08, -1.89, 0.84)

Results
SMILES: N#CC(Cl)=C=N.C=CCl
Energy above the lowest of the compared OMol25 structures with the same formula, charge and spin, kJ/mol: 168.4
Electronic energy, a.u.: -1222.69934

=====

(6)
A molecular structure, C2H3I2NO2 in a non-equilibrium geometry, computed with wB97M-V/def2-TZVPD.

Positions of all 10 atoms, in Å:
O (1.21, -1.24, 2.82)
C (1.01, -1.30, 0.45)
H (0.57, 0.68, -0.18)
I (-0.09, -3.09, 1.11)
N (1.76, -0.76, 1.88)
H (-0.62, -0.21, 0.93)
O (2.62, 0.06, 1.72)
H (-0.44, -0.56, -0.76)
C (0.08, -0.27, 0.11)
I (2.57, -1.65, -0.97)

Results
2S+1: 3
Energy above the lowest of the compared OMol25 structures with the same formula, charge and spin, kJ/mol: 169.4
Electronic energy, a.u.: -878.37004